This record from OMol25 describes the molecule C4H9NOS. The level of theory is the ωB97M-V functional and the def2-TZVPD basis.

orbital gap = 0.3596 Eh
multiplicity = 1
HOMO = -8.97 eV
total charge = 0
SMILES string = N[C@@H](C=O)CCS

Cartesian coordinates (Å):
N1 -1.19 -1.34 -0.48
C1 0.13 -0.96 -0.01
C2 1.26 -1.65 -0.78
O1 1.20 -2.02 -1.91
C3 0.34 0.53 -0.06
C4 -0.59 1.31 0.89
S1 -0.93 3.00 0.33
H1 -1.45 -1.12 -1.42
H2 -1.52 -2.20 -0.09
H3 0.18 -1.31 1.02
H4 2.17 -1.72 -0.16
H5 1.36 0.77 0.30
H6 0.42 1.08 -1.01
H7 -0.13 1.34 1.87
H8 -1.56 0.83 0.96
H9 0.30 3.47 0.55

This record from OMol25 describes the molecule C4H9NOS. The level of theory is the ωB97M-V functional and the def2-TZVPD basis.

orbital gap = 0.3637 Eh
multiplicity = 1
HOMO = -9.21 eV
total charge = 0

Cartesian coordinates (Å):
C1 0.69 0.49 0.05
C2 -0.30 0.55 1.35
C3 1.33 -0.39 -0.71
C4 1.45 -1.84 -0.66
N1 -1.98 0.69 -0.39
O1 -1.33 2.94 0.34
S1 -1.71 1.70 0.99
H1 0.96 1.47 -0.21
H2 -2.41 -0.14 -0.02
H3 -0.71 -0.46 1.36
H4 0.37 0.69 2.23
H5 1.93 0.00 -1.48
H6 1.45 -2.26 -1.64
H7 0.61 -2.28 -0.04
H8 2.32 -2.37 -0.18
H9 -2.66 1.21 -0.99

This record from OMol25 describes an isolated ion of composition C4H9NOS and charge +1. The level of theory is the ωB97M-V functional and the def2-TZVPD basis.

orbital gap (spin up / spin down) = 0.3151 / 0.1253 Eh
multiplicity = 2
HOMO (spin up / spin down) = -12.99 / -12.85 eV
total charge = +1

Cartesian coordinates (Å):
C1 -1.97 -0.92 -0.21
N1 -0.94 -0.20 -0.93
C2 0.02 0.61 -0.29
C3 1.48 0.49 -0.74
S1 2.58 1.31 0.55
C4 0.38 -0.20 1.19
O1 0.47 -1.35 1.29
H1 -1.67 -1.94 0.04
H2 -2.93 -1.04 -0.70
H3 -2.23 -0.39 0.71
H4 -0.35 -0.94 -1.32
H5 -0.20 1.67 -0.29
H6 1.84 1.01 -1.63
H7 1.87 -0.52 -0.80
H8 1.54 1.96 1.10
H9 0.09 0.46 2.02

DFT total energy values, unit hartree, following the record order: -685.9630; -685.8923; -685.5514.
Relative energy (zero: lowest compared OMol25 entry of this formula, charge and spin) values, unit eV, following the record order: 1.524; 3.445; 3.176.